Entry 1:
20
Properties=species:S:1:pos:R:3 method="wB97M-V/def2-TZVPD" total_charge=0 multiplicity=1 lumo_ev=0.95 smiles="C[C@@H](C=O)NCN.O"
O -1.00709 2.44318 -0.15953
O -1.48679 -0.53365 -1.22874
N 0.72877 -0.12285 0.48772
N 2.07457 1.28237 -0.81781
C -0.61862 -1.33560 2.08912
C -0.14461 -1.27310 0.65301
C -1.37485 -1.23011 -0.25748
C 1.47889 -0.04403 -0.75273
H -1.27149 -2.17456 2.31824
H 2.64110 1.35832 -1.65574
H 2.68655 1.39981 -0.01580
H 0.41827 -2.17467 0.37957
H -2.21350 -1.89603 0.05078
H -1.19151 -0.43388 2.33174
H 2.22324 -0.84879 -0.72664
H 0.84975 -0.17162 -1.63376
H -0.61710 3.28333 0.11907
H 0.21690 0.74529 0.65409
H -0.42447 2.11259 -0.85275
H 0.23427 -1.35499 2.76941


Entry 2:
92
Properties=species:S:1:pos:R:3 method="wB97M-V/def2-TZVPD" total_charge=+1 multiplicity=2 lumo_ev="-2.78 / -8.82"
O -1.76833 -2.52691 2.95688
O -1.62303 0.35634 0.52947
O -4.70795 3.83779 1.69901
O -1.63395 0.13720 -2.96183
O 2.04739 2.47133 -4.30915
O -0.49883 3.28360 -1.29815
O 2.70833 -3.31825 4.29038
O 1.55393 -3.30140 -2.56700
O -2.00308 1.38883 4.47555
O -5.30295 -2.57277 -0.38029
O -0.98459 -4.38667 1.00307
O 1.83815 4.54573 0.08019
O 6.16566 -3.66717 -0.01173
O 3.52074 -0.06340 -1.19493
N 0.49878 0.92109 0.08303
N -2.62315 3.27317 1.96222
N 4.75321 -3.94707 -1.69805
N -4.12127 1.76113 1.34375
N 0.02143 -1.09461 0.79668
N -2.69312 3.03377 -1.50515
N -1.56812 4.50852 -2.62519
N 4.15776 -2.62273 -0.14846
C 5.13887 -3.38565 -0.56135
C -3.85184 3.01427 1.66237
C 4.35087 0.75519 -0.38648
C 2.37143 3.04308 -3.16180
C -1.91612 -3.67660 3.81285
C -0.85613 0.49123 -4.01617
C 1.40179 5.80488 -0.43049
C 0.70536 -2.26056 -2.12498
C -0.43643 0.09945 0.47565
C -0.67491 1.41112 4.04137
C 2.15993 -2.49889 3.23443
C -1.79924 -4.76255 -0.06815
C -1.52069 3.53480 -1.76925
C -4.12613 -1.69638 -0.19304
H 2.56725 4.10607 -3.30254
H 4.03022 -0.78603 -1.56888
H 1.01765 -1.11973 0.63232
H 1.09777 -3.91147 -3.15124
H 3.23453 2.61863 -2.64897
H -2.58712 -5.37128 0.37547
H -4.99856 1.51477 0.90811
H -1.18544 0.23393 -2.11857
H 2.04424 6.67355 -0.28637
H 0.38648 6.02822 -0.10282
H -0.72202 -1.76000 0.95367
H -0.37192 -2.42221 -2.16299
H -3.24193 1.32033 1.11452
H 5.39210 0.45477 -0.26955
H -1.59966 -3.29160 4.78224
H -2.04232 -3.81375 -0.54646
H 0.71824 -1.42663 -2.82675
H 4.37408 1.73412 -0.86529
H 1.44295 0.61573 -0.10511
H -2.46895 4.19100 2.35454
H -2.33285 4.57539 -3.28155
H -3.53570 -2.09055 0.63408
H 5.39872 -4.47733 -2.26572
H 3.82741 -3.74717 -2.04882
H -4.51849 -0.74795 0.17388
H -1.07867 1.45343 -4.47741
H 1.28831 5.61938 -1.49858
H -2.73245 2.15910 -1.00166
H -2.04646 1.88141 5.29840
H 1.53239 2.73981 -2.53557
H 1.08041 -2.59323 3.11678
H 4.33192 -2.07110 0.67948
H -0.10211 0.68683 4.62052
H -0.80953 -0.32304 -4.73929
H 2.58619 -2.80805 2.28007
H 1.12967 -1.94499 -1.17184
H 3.20765 -2.73055 -0.47368
H 0.18523 0.55551 -3.70070
H -0.60464 1.16668 2.98146
H 3.89462 0.82911 0.60068
H -2.39442 -1.86722 3.26418
H 2.46184 -1.46472 3.40010
H -3.44082 -1.59468 -1.03453
H -0.80771 5.17028 -2.56235
H -3.55049 3.48257 -1.79431
H 0.22169 1.76868 -0.39122
H -1.29605 -4.48492 3.42524
H -1.35309 -3.67874 1.53658
H 2.38676 2.96890 -5.05672
H -1.15666 -5.43715 -0.63393
H -2.87858 -4.13660 4.03682
H 1.21886 3.92042 -0.30330
H -0.25127 2.40247 4.20216
H -5.95415 -2.07533 -0.88040
H -2.09225 2.45941 2.23797
H 2.41325 -3.04534 5.16219


Entry 3:
55
Properties=species:S:1:pos:R:3 method="wB97M-V/def2-TZVPD" total_charge=-2 multiplicity=6 lumo_ev="4.03 / 4.02"
I 3.45245 -0.72433 -0.76430
Mn 0.28365 0.25158 -0.55496
S 1.58791 2.08250 -1.91780
S 0.69487 5.54422 0.51993
S 1.54108 5.05288 -2.22185
S 0.38999 2.65030 1.16655
O -1.78928 1.25672 -0.76458
O 1.46033 -1.52823 -3.73289
O 1.34791 7.45646 -1.16861
O -0.44460 -1.58091 -0.50111
O -1.75688 -0.82321 4.62393
N -1.08440 0.65527 -1.63703
N 0.55220 -0.74793 -3.00370
N 1.12284 -0.41360 1.33591
N -2.95092 -3.54078 1.12649
C -0.80330 -1.82527 1.85909
C 0.80258 3.83784 0.03766
C 4.50490 1.03726 1.48552
C 3.38781 0.35389 1.07334
C 1.23618 3.61050 -1.23456
C -0.56589 -0.48230 -3.58287
C -2.22562 -2.92194 0.19685
C -1.45475 -2.16903 4.28881
C -1.13194 -2.07921 0.47606
C 3.35915 1.58794 3.51199
C -2.64495 -3.29661 2.39958
C -0.93136 -0.94030 -4.96800
C 1.22694 6.26774 -0.99192
C -1.63365 -2.46426 2.82660
C -1.49386 0.30387 -2.82519
C 0.29597 -1.02850 2.20713
C -2.63180 -3.08355 -1.23797
C -2.86304 0.65170 -3.33613
C 2.20427 0.25736 1.82633
C 2.24636 0.90623 3.08546
C 4.50372 1.65817 2.72723
H -0.20737 -1.67620 -5.30927
H 3.33274 2.10082 4.46712
H -0.91897 -0.08679 -5.64634
H 0.59565 -0.99112 3.25629
H -1.79043 -3.43841 -1.83278
H 1.34715 0.93091 3.68354
H -1.35606 -0.26914 3.93989
H -3.36705 1.25892 -2.58595
H 5.37232 2.20252 3.06943
H -2.91947 -2.10678 -1.63132
H -3.46890 -3.77333 -1.31959
H -3.45200 -0.25044 -3.51335
H 2.21137 -1.60452 -3.12575
H 5.37479 1.08430 0.84592
H -1.92737 -1.38025 -4.97829
H -2.13247 -2.78593 4.88794
H -2.79359 1.21417 -4.26754
H -0.42109 -2.39738 4.60281
H -3.27411 -3.80383 3.12621


Entry 4:
18
Properties=species:S:1:pos:R:3 method="wB97M-V/def2-TZVPD" total_charge=0 multiplicity=1 lumo_ev=0.56 smiles="C/C=C(/C)C(=O)NN"
O 1.14734 1.51414 -0.94825
N -1.09111 1.27715 1.52259
N -0.82070 1.26436 0.06651
C -1.58418 -1.54171 -1.00213
C 0.65676 -0.67518 -0.03121
C -0.34166 -1.61900 -0.13061
C 0.39382 0.77466 -0.33722
C 1.99870 -0.88606 0.56416
H -0.35267 0.72532 2.02057
H -1.82590 -2.52171 -1.36651
H 2.14659 -0.28963 1.49156
H -1.98202 0.86414 1.64641
H 2.74886 -0.61866 -0.17296
H -1.58913 -0.90877 -1.87602
H -0.99034 2.17453 -0.31026
H -2.48220 -1.15707 -0.49034
H 2.14041 -1.94353 0.63660
H -0.35026 -2.54456 0.50542


Values of energy above the lowest of the compared OMol25 structures with the same formula, charge and spin, in order: 1.8651, 0.0000, 1.0660, 2.4035, all in eV.